This record from the OMol25 dataset describes a single C3H4NOPS2 molecule in a non-equilibrium geometry. The level of theory is ωB97M-V/def2-TZVPD.

Summary:
* SMILES: N#CP1SC[C@@H](O)S1
* net charge: 0
* gap between HOMO and LUMO: 9.81 eV
* highest occupied orbital energy: -9.76 eV
* energy above the lowest of the compared OMol25 structures with the same formula, charge and spin: 0.0 kcal per mole
* lowest unoccupied orbital energy: 0.04 eV

Bonds (Å) are listed after each position.
CARTESIAN COORDINATES (ANGSTROEM)
1 S 0.38985 -1.69332 0.92261  P3 2.113, C8 1.948
2 S 1.15003 1.29508 -0.14305  P3 2.113, C6 1.841
3 P 1.26522 0.10660 1.60040  S1 2.113, S2 2.113, C7 1.773
4 O 0.53377 -1.22467 -1.83509  C8 1.364, H10 0.967
5 N -0.82859 1.33604 3.21196  C7 1.176
6 C -0.43369 0.52618 -0.68131  S2 1.841, C8 1.443, H9 1.073, H11 1.101
7 C -0.15177 0.72798 2.46697  P3 1.773, N5 1.176
8 C -0.22318 -0.90032 -0.74761  S1 1.948, O4 1.364, C6 1.443, H12 1.112
9 H -1.26185 0.93290 -0.13259  C6 1.073
10 H 1.30074 -0.68811 -2.07749  O4 0.967
11 H -0.51865 0.94968 -1.69395  C6 1.101
12 H -1.22189 -1.36804 -0.89084  C8 1.112